C40H41FMgN8S2 | ωB97M-V with the def2-TZVPD basis set

Calculated values
**Molar mass**: 741.3 g mol⁻¹
**DFT total energy**: -3083.418649 Eh
**Gap between HOMO and LUMO**: 6.57 eV

```
93
Properties=species:S:1:pos:R:3:forces:R:3:mulliken_charge:R:1
Mg -0.228465 -0.216348 1.007143 -0.18 0.15 0.75 2.59
C 1.245945 1.765166 -0.914857 0.03 0.04 -0.18 -1.46
C 2.225487 0.835672 -0.284366 0.29 0.04 -0.07 1.07
C 3.560568 0.792862 -0.719680 0.27 -0.13 0.04 -1.01
C 4.452957 -0.010439 -0.067499 -0.15 0.12 0.00 -1.23
C 4.041328 -0.760306 1.053948 -0.49 0.02 -0.09 0.75
C 4.923472 -1.529983 1.828668 0.12 -0.20 0.28 -0.98
C 4.450612 -2.209425 2.928619 0.50 0.13 -0.39 -0.72
C 3.108836 -2.149345 3.276755 -0.33 0.22 -0.26 -0.63
C 2.188263 -1.413285 2.535893 0.44 -0.29 0.45 0.42
S 0.562855 -1.345050 3.056599 -0.78 0.01 0.15 -0.61
C 2.656012 -0.700123 1.390465 1.32 -0.55 0.49 -0.36
N 1.806195 0.077353 0.702734 -0.25 0.43 -0.52 0.33
H 1.739175 2.457049 -1.592564 0.02 0.06 -0.02 0.52
H 0.710062 2.327977 -0.152434 -0.03 0.06 -0.02 0.22
H 0.522200 1.181833 -1.476346 -0.18 0.00 -0.10 0.10
H 3.858076 1.390740 -1.567723 0.06 0.08 -0.04 0.61
H 5.484320 -0.057667 -0.384001 0.14 -0.01 -0.04 0.43
H 5.970314 -1.556514 1.565367 0.10 -0.03 -0.06 0.42
H 5.129352 -2.795141 3.534012 0.06 -0.02 0.01 0.40
H 2.748035 -2.678138 4.147334 -0.03 -0.02 0.03 0.47
C 0.957602 -4.395224 1.246027 -0.11 0.23 -0.07 -2.29
C 0.025171 -3.593857 0.335006 0.02 -0.05 0.06 2.70
C -1.229177 -4.423369 0.027837 0.10 0.24 0.11 -1.62
C 0.668565 -3.163625 -0.963315 -0.13 0.11 0.09 0.57
C 1.575420 -4.003107 -1.590948 0.07 0.00 -0.06 -0.78
C 2.078706 -3.705445 -2.841868 0.01 -0.07 -0.09 -1.61
C 1.635218 -2.576273 -3.496542 -0.03 -0.07 -0.01 -0.46
C 0.735834 -1.703443 -2.902027 -0.06 0.10 0.12 1.22
C 0.288642 -0.505914 -3.715288 0.01 0.05 -0.05 0.85
C -0.522916 -0.957510 -4.935224 -0.01 0.11 0.21 -1.68
C 1.484367 0.334210 -4.180309 -0.26 0.00 0.14 -1.62
C 0.275693 -1.965020 -1.593368 0.33 -0.34 -0.37 -1.14
N -0.501338 -1.021712 -0.908069 0.21 0.44 0.60 1.06
C -1.730090 -0.738145 -1.333808 -0.48 -0.18 -0.42 0.79
C -2.512558 -1.562647 -2.182762 0.13 0.10 0.17 -1.16
C -3.802653 -1.236668 -2.522385 -0.33 0.10 -0.08 -0.80
C -4.407872 -0.075710 -2.043619 -0.01 0.09 -0.25 -1.48
C -3.669247 0.770494 -1.218672 0.16 0.06 0.02 -0.24
C -2.381423 0.433338 -0.897878 -0.33 0.08 -0.20 -0.19
F -1.666353 1.274044 -0.055631 -0.02 -0.22 -0.18 -0.11
H 0.521358 -4.460305 2.241087 0.00 0.00 0.08 0.43
H 1.928437 -3.909976 1.331484 0.06 -0.03 0.06 0.39
H 1.102465 -5.409048 0.874515 0.04 -0.10 -0.05 0.50
H -0.287158 -2.695476 0.881690 0.06 -0.35 -0.08 -1.06
H -0.957886 -5.332149 -0.508575 0.03 -0.09 -0.07 0.32
H -1.931595 -3.860603 -0.583362 -0.11 0.04 -0.06 0.29
H -1.724768 -4.701036 0.955975 -0.11 -0.06 0.10 0.44
H 1.891780 -4.913897 -1.107543 0.01 -0.10 0.13 0.36
H 2.786963 -4.364417 -3.319035 0.11 -0.11 -0.04 0.41
H 1.989174 -2.370769 -4.497023 0.06 0.04 -0.08 0.34
H -0.355937 0.126326 -3.097324 0.12 -0.08 -0.09 -0.05
H 0.094029 -1.564383 -5.594486 0.06 -0.07 -0.09 0.36
H -0.873093 -0.091721 -5.494693 -0.06 0.07 -0.10 0.44
H -1.386725 -1.547081 -4.635960 -0.05 -0.02 -0.03 0.35
H 2.019223 -0.158367 -4.988491 0.12 -0.09 -0.06 0.47
H 2.178097 0.501458 -3.360946 0.13 0.07 0.06 0.24
H 1.139899 1.295830 -4.553733 0.00 0.16 -0.07 0.39
H -2.069034 -2.484248 -2.528763 0.05 -0.07 -0.08 1.01
H -4.365499 -1.902100 -3.165683 0.00 -0.02 -0.03 0.45
H -5.410468 0.196324 -2.342792 -0.04 0.02 -0.02 0.40
H -4.092900 1.687510 -0.837865 0.00 0.12 0.07 0.47
N -5.699720 -1.683234 0.257699 0.05 -0.14 0.21 -0.40
C -5.139865 -2.578099 1.097728 -0.30 0.45 -0.33 0.52
N -5.883863 -3.636145 1.490443 -0.11 -0.07 0.01 -0.41
N -3.938027 -2.503619 1.578456 -0.32 -1.28 0.46 -0.70
C -3.053924 -1.588218 1.488901 0.23 0.67 0.21 0.75
N -2.194608 -0.819891 1.581793 0.09 0.26 -0.04 -0.61
H -6.587707 -1.891761 -0.170978 0.14 0.00 0.02 0.26
H -5.102143 -1.032691 -0.249803 -0.07 -0.13 0.06 0.14
H -6.879846 -3.637944 1.363679 0.03 0.00 -0.05 0.21
H -5.507559 -4.191683 2.240496 0.01 0.05 -0.05 0.26
S 0.333844 5.906751 4.363270 0.10 -0.14 -0.43 -0.13
C 0.238882 4.253458 3.670265 -0.08 0.24 0.25 -0.03
C 1.390176 3.550264 3.359394 -0.21 -0.18 -0.02 -0.76
C 1.251842 2.348333 2.685424 0.47 0.21 0.12 -0.30
N 0.081459 1.842413 2.330747 -0.31 -0.46 -0.47 0.17
C -1.014307 2.482719 2.700167 -0.35 0.36 0.17 -0.56
C -0.993360 3.696177 3.372517 0.10 -0.12 -0.01 -0.75
C 0.575611 6.687803 2.756736 -0.12 -0.02 0.47 0.45
C 1.806806 6.655823 2.122632 -0.09 0.15 -0.09 -0.18
C 1.906623 7.264436 0.880407 0.26 -0.21 0.22 -0.48
N 0.896578 7.867351 0.281293 0.04 0.28 -0.56 -0.59
C -0.269888 7.896116 0.897623 -0.30 0.00 0.17 -0.39
C -0.490943 7.321115 2.140069 0.17 0.02 -0.05 -0.20
H 2.363483 3.931486 3.622628 0.10 0.00 -0.01 0.61
H 2.128303 1.785036 2.406244 0.09 -0.12 -0.03 0.42
H -1.946573 2.014863 2.424014 -0.20 -0.02 -0.02 0.42
H -1.904797 4.206616 3.640911 -0.10 0.01 -0.03 0.48
H 2.661839 6.183083 2.577530 0.08 -0.04 0.06 0.36
H 2.843669 7.272364 0.341338 0.15 -0.05 0.01 0.38
H -1.067761 8.400828 0.370672 -0.14 0.04 0.01 0.37
H -1.457777 7.363073 2.614006 -0.12 0.00 0.04 0.41
```
Forces are in eV/Å.

C24H43N2OP3Tc | ωB97M-V with the def2-TZVPD basis set

Calculated values
**Charge**: +4
**Molar mass**: 566.5 g mol⁻¹
**<S²>**: 3.791
**DFT total energy**: -2228.257608 Eh
**2S+1**: 4
**Gap between HOMO and LUMO (spin up / spin down)**: 4.92 / 2.43 eV

```
74
Properties=species:S:1:pos:R:3:forces:R:3:mulliken_spin:R:1
Tc 0.240281 -0.547317 0.829472 -2.08 -1.95 2.52 0.94
P 0.901044 -2.386745 -0.409456 0.89 -1.90 -1.93 -0.02
P 1.875357 0.939721 0.459480 2.40 1.57 -0.73 0.05
P -1.604677 0.842300 0.627728 -2.35 1.70 -0.84 -0.06
H 2.499371 4.521367 -1.665890 -0.35 -0.01 -0.17 0.00
C 1.503555 4.440145 -2.116301 -0.62 0.29 0.30 0.00
C 0.388415 4.781392 -1.448290 0.53 0.01 -0.52 0.01
H 0.416361 5.151109 -0.416878 0.00 -0.07 -0.41 0.00
C 2.160561 -2.207405 -1.717416 0.03 0.37 0.08 0.01
C 1.585469 -3.742999 0.606627 -0.05 0.55 0.82 0.00
C -0.461672 -3.170562 -1.335630 -0.59 0.46 0.17 0.00
C 1.644354 2.642651 1.071418 -0.34 0.04 0.43 0.00
C 3.515356 0.482415 1.113265 -0.08 -0.32 0.24 0.00
C 2.214076 1.172229 -1.323876 -0.20 -0.17 -0.49 0.05
C -2.048907 1.772854 2.133522 0.84 -0.35 0.57 0.00
C -3.111732 -0.108907 0.228774 0.41 -0.62 0.08 0.02
C -1.669186 2.123897 -0.661790 0.41 -0.09 -0.28 -0.01
H 1.463892 4.145518 -3.171469 0.06 0.18 0.36 0.00
H -0.588570 4.789682 -1.943690 0.34 0.03 0.19 0.00
H 2.428130 -3.204017 -2.095121 -0.08 0.21 0.15 0.00
H 3.059287 -1.719809 -1.321223 -0.14 -0.16 -0.16 0.00
H 1.755874 -1.608047 -2.542414 0.17 -0.08 0.17 0.00
H 1.789567 -4.617054 -0.025956 -0.08 0.32 -0.08 0.00
H 0.876692 -4.022738 1.394569 0.18 0.02 -0.14 0.00
H 2.516080 -3.403179 1.077685 -0.12 -0.21 -0.05 0.00
H -0.037761 -3.850555 -2.086399 0.01 0.07 0.30 0.00
H -1.035107 -2.377706 -1.840803 0.12 -0.54 0.22 0.00
H -1.119620 -3.734928 -0.664976 0.19 0.02 -0.31 0.00
H 2.585867 2.959437 1.537621 -0.31 0.03 -0.09 0.00
H 0.853099 2.679628 1.830499 0.24 0.16 -0.08 0.00
H 1.398087 3.331725 0.252606 0.01 -0.36 0.27 0.00
H 3.994688 1.378808 1.525437 0.04 -0.34 -0.11 0.00
H 4.138332 0.062666 0.314749 -0.07 0.06 0.28 0.00
H 3.389406 -0.261169 1.909383 0.30 0.20 -0.08 0.00
H 2.291552 2.239218 -1.557756 0.03 -0.23 0.12 0.01
H 1.399241 0.748814 -1.926214 0.23 0.14 0.08 0.01
H 3.153173 0.668112 -1.579103 -0.25 0.12 -0.01 0.01
H -3.043877 2.217617 1.999814 0.20 -0.18 -0.22 0.00
H -1.312960 2.566647 2.311453 -0.25 -0.11 -0.01 0.00
H -2.059542 1.106567 3.003362 -0.09 0.17 -0.08 0.00
H -3.958269 0.582191 0.124671 0.27 -0.04 -0.01 0.00
H -3.336341 -0.837407 1.016299 -0.02 0.19 -0.18 0.00
H -2.943194 -0.633199 -0.720902 -0.23 0.08 0.18 0.00
H -2.528317 2.783955 -0.480323 0.16 -0.22 0.06 0.00
H -1.784243 1.615274 -1.625844 -0.11 0.25 0.41 0.01
H -0.756899 2.728911 -0.686920 -0.14 -0.06 0.06 0.00
C -0.614419 -0.069419 -3.577340 -0.30 -0.37 1.72 0.32
C -0.280030 -1.117124 -4.516582 -1.00 -0.37 1.96 0.26
C 0.405736 -0.817161 -5.678382 0.92 0.60 -1.92 0.31
C 0.685733 0.512379 -6.023175 0.12 0.12 -0.37 0.16
C 0.248721 1.558208 -5.198665 0.92 0.24 -1.93 0.30
C -0.438445 1.294778 -4.029110 -0.85 -0.53 1.90 0.10
O -0.952808 -0.342219 -2.376357 0.49 0.53 -1.99 0.42
H 1.032801 -0.522410 2.210295 0.22 0.54 -0.04 -0.02
H -0.527000 -2.140864 -4.234021 0.01 0.19 -0.22 0.02
H 0.730720 -1.631074 -6.329539 -0.02 0.21 0.06 0.01
H 1.230476 0.735580 -6.941504 -0.13 -0.07 0.22 0.01
H 0.448127 2.597149 -5.469193 0.02 -0.25 -0.07 0.01
H -0.785868 2.099564 -3.384279 0.02 -0.08 -0.20 0.06
N -2.255987 -3.153691 3.199349 0.35 0.08 -0.74 0.01
C -1.668280 -2.726152 2.060589 -0.22 -0.15 1.60 0.04
N -0.860132 -1.692427 2.326784 0.41 0.04 -1.02 0.00
C -0.937918 -1.429504 3.709539 -0.50 0.00 -0.06 0.00
C -0.484239 -0.339825 4.458666 -0.13 -0.14 0.26 0.00
C -0.988160 -0.191165 5.758986 0.58 0.04 -0.70 0.00
C -1.898992 -1.114809 6.294313 -0.33 -0.74 -0.32 0.00
C -2.348725 -2.209916 5.538764 0.24 0.20 0.76 0.00
C -1.830380 -2.351907 4.260385 -0.41 0.45 -0.41 0.00
H -2.913756 -3.923750 3.261503 0.07 0.08 0.01 0.00
H -1.858200 -3.174764 1.089625 0.08 0.14 0.39 -0.02
H 0.226382 0.352299 4.003749 -0.17 0.09 0.38 0.00
H -0.669417 0.660455 6.361732 -0.06 -0.29 -0.15 0.00
H -2.261858 -0.966128 7.312402 0.03 -0.10 -0.34 0.00
H -3.070400 -2.937207 5.907699 0.13 0.30 0.15 0.00
```
Forces are in eV/Å.

Among the records above, which one has the highest molar mass? C40H41FMgN8S2

Look up the DFT total energy of the first one. -3083.418649 Eh